1.
The following is a DFT calculation (ωB97M-V/def2-TZVPD) of 2 unconnected molecules or ions with the total composition C6H16 in a non-equilibrium geometry.

Structure (XYZ):
```
22
C6H16, DFT ωB97M-V/def2-TZVPD
H 0.69105 3.03118 -2.35339
C 0.38551 1.34933 -0.99971
C 0.63329 1.91066 -2.41512
H -0.53791 -3.73160 1.18577
H -1.41696 -1.08700 2.60214
C -1.11885 -2.91264 0.67532
H -1.42933 -0.92689 0.10767
H 0.32996 -1.54156 2.40160
H 2.31117 1.83051 -0.12532
H 1.09514 3.20469 -0.10127
H -1.15763 -3.37018 -0.37211
H -0.76453 1.40877 -0.68227
H 0.59291 0.33736 -1.04358
H -0.11640 1.71216 -3.19223
H 1.00158 1.76432 1.06080
C -0.68091 -1.48697 0.62016
C -0.50815 -0.96179 2.10550
C 1.22548 2.07964 0.05103
H -0.33499 0.01581 2.00388
H 0.27086 -1.42433 0.15634
H -2.18186 -2.91997 0.97293
H 1.71058 1.71847 -2.65812
```

Summary:
HOMO energy: -10.8633 eV
E: -6480.323 eV
Orbital gap: 12.0 eV

---

2.
The following is a DFT calculation (ωB97M-V/def2-TZVPD) of a single C2H3N3O molecule.

Structure (XYZ):
```
9
C2H3N3O, DFT ωB97M-V/def2-TZVPD
C 0.83764 -0.14917 -0.32356
C -0.40446 -0.86103 -0.29230
O -1.58187 -1.06643 -0.84552
H 0.24217 2.56678 1.11200
H -2.08919 -1.67266 -0.27929
H 1.65684 -0.42577 -0.98254
N 0.00647 1.61573 0.79213
N 0.33763 -1.21649 0.65361
N 0.99475 1.20904 0.16546
```

Summary:
HOMO energy: -9.5184 eV
E: -8637.016 eV
Orbital gap: 9.8 eV

---

3.
The following is a DFT calculation (ωB97M-V/def2-TZVPD) of a single C4H7NOS molecule in a non-equilibrium geometry.

Structure (XYZ):
```
14
C4H7NOS, DFT ωB97M-V/def2-TZVPD
H 1.52787 0.26965 -1.32533
H -1.65134 -1.35121 1.38605
H 1.25122 2.14231 -1.03675
H -0.09232 1.44606 1.25194
S -0.65532 -1.19906 2.27869
O -1.87518 -1.04760 -0.81223
C 0.25948 0.73130 0.49495
C 0.93589 1.08007 -0.82470
H 1.48468 -0.53177 1.68919
H 0.81430 -1.35700 0.30678
N -0.49932 0.85621 -0.72928
C 0.61782 -0.61440 1.08778
C -1.14522 -0.21746 -1.31240
H -0.97257 -0.20710 -2.45469
```

Summary:
HOMO energy: -9.0879 eV
E: -18632.885 eV
Orbital gap: 9.9 eV

---

4.
The following is a DFT calculation (ωB97M-V/def2-TZVPD) of a single C4H6Br2N2O2 molecule in a non-equilibrium geometry.

Structure (XYZ):
```
16
C4H6Br2N2O2, DFT ωB97M-V/def2-TZVPD
Br -2.15406 2.20029 -0.19705
H 1.99143 -2.12229 0.47370
O 0.41707 -0.02701 -2.06376
H -0.39307 -1.63614 1.76483
N 1.43019 0.81267 0.51112
Br 3.00226 1.25707 -0.34947
N -1.14999 0.81379 -0.66518
H -1.30682 -1.29723 -0.54033
C 1.06706 -0.41508 0.51734
H 0.03567 2.02916 -2.03260
H -2.34464 -0.26062 0.68231
C -0.15912 0.90364 -1.62165
H -0.44723 0.22034 2.10864
O 1.68475 -1.50827 -0.02210
C -0.32545 -0.56566 1.32115
C -1.34805 -0.40464 0.11307
```

Summary:
HOMO energy: -9.2775 eV
E: -151401.997 eV
Orbital gap: 9.8 eV

---

5.
The following is a DFT calculation (ωB97M-V/def2-TZVPD) of 9 unconnected molecules or ions with the total composition C20H38Br16ClO6P in a non-equilibrium geometry.

Structure (XYZ):
```
82
C20H38Br16ClO6P, DFT ωB97M-V/def2-TZVPD
C -4.10067 -3.92646 1.17281
H -0.29082 -4.83238 7.27410
Br 1.46760 -0.92747 1.19923
Br 6.76898 -0.99601 1.10106
C 0.42417 -1.26817 2.80213
C -4.53129 -5.36635 1.39174
C -6.50299 -5.78098 0.41985
H 0.67927 -2.21107 4.70398
C 4.43312 2.52065 -7.71706
Br 1.33742 5.77815 2.39832
H -1.02070 -3.20200 5.40212
H -5.99819 -1.20572 2.36652
O -7.50462 -5.36608 -0.03933
H -0.54379 -1.64726 2.48587
O -5.66242 -6.69430 -0.16074
C 4.10706 0.38695 -1.21053
H 7.64510 -1.02460 -1.70863
O -5.47043 -3.35797 3.58888
C -3.61962 5.49806 -2.61378
Br 1.06968 -4.04849 3.09382
H -0.68166 6.93702 3.22179
H -3.02215 -3.85622 1.03482
Br -1.70697 -3.92943 9.10524
H -4.55285 -3.57357 0.24256
O -5.95091 -5.43282 1.61425
C -0.73249 -3.85309 7.42440
Br -2.77808 -4.88570 5.71099
H 0.38404 0.94453 -1.52794
H 0.29073 -0.29786 3.27513
H 4.50777 4.68153 -7.77910
C -1.22746 6.32294 1.23760
O -5.40806 -1.65155 1.74140
C 3.36877 1.38511 -2.05754
H 9.09135 -0.54767 0.38450
H -0.05629 2.47530 -2.32114
H -2.08014 1.15986 -2.27463
H -5.24244 -4.25509 3.86047
Br 2.49047 2.53460 -7.72055
H -2.27696 2.35798 -0.97615
Br -1.98088 0.06674 -0.05920
C 8.29665 -1.73637 -1.21115
H -2.57179 5.73195 -2.45849
C 8.46622 -1.42757 0.25207
H 0.09735 7.88228 1.93723
H 4.71997 2.34942 -6.68177
Cl -3.20855 -7.52184 0.21420
H 2.40570 1.01345 -2.38824
Br -4.13289 4.28583 -1.18165
C 5.00762 3.82095 -8.21031
C -1.68889 1.51473 -1.32478
C 1.14845 -2.20828 3.72353
H -4.05052 -5.60144 -0.74916
H 8.88755 -2.26069 0.80412
H -4.21719 6.39358 -2.46067
Br -0.63637 6.60885 -0.59461
H -2.18557 6.83112 1.31663
H -2.25830 -2.60180 6.52085
H 5.15667 0.63440 -1.09361
C -0.22711 1.83840 -1.45487
Br 4.85887 3.99787 -10.14143
P -4.51633 -2.74127 2.47847
H 9.26265 -1.75594 -1.71021
H 0.05464 -3.11766 7.57490
C -1.61612 -3.44172 6.27882
Br 4.35612 1.85244 -3.66865
O -3.29313 -2.15804 3.05436
Br 0.42904 2.85568 0.06571
Br -2.57377 3.56484 -4.45933
Br 7.52006 -3.49210 -1.50052
H -4.01662 -5.82653 2.23211
H -3.80129 5.68762 -4.73586
H 3.64341 0.31480 -0.22868
H 4.74015 1.67519 -8.32319
H -1.36927 5.25326 1.35827
H 6.07201 3.87027 -7.99331
C -4.35735 -6.20051 0.10533
Br 4.03446 -1.40901 -1.95717
C -3.88656 4.91616 -3.97444
H 2.19942 -1.96049 3.82808
H 3.23371 2.31854 -1.51541
C -0.24498 6.89461 2.22695
H -4.86078 4.44391 -4.04142
```

Summary:
HOMO energy: -9.8054 eV
E: -1176136.380 eV
Orbital gap: 10.1 eV

---

6.
The following is a DFT calculation (ωB97M-V/def2-TZVPD) of a molecular structure, C3H5N3O3 in a non-equilibrium geometry.

Structure (XYZ):
```
14
C3H5N3O3, DFT ωB97M-V/def2-TZVPD
H 0.15606 -0.03721 -1.27374
C 0.53806 -0.71503 -0.50930
N -3.24926 -0.66898 -0.14685
H -1.38690 2.18961 0.63493
H 0.97527 -1.73776 -0.85836
N -3.18570 1.57103 -0.04275
H 1.80095 0.59135 0.35708
C -1.94886 1.25744 0.37765
O -3.95034 0.48788 -0.19983
O 1.74024 -0.27160 0.08254
N -0.48220 -0.77266 0.51251
C -1.54776 0.02223 0.53580
O -3.76980 -1.74048 -0.01482
H -0.56491 -1.53988 1.14242
```

Summary:
HOMO energy (spin up / spin down): -8.2403 / -8.2387 eV
E: -13797.392 eV
Orbital gap (spin up / spin down): 8.2 / 8.2 eV